Entry 1:
Entry from the Open Molecules 2025 dataset: a structure of composition C50H42ClMoN5O5S4 (ωB97M-V/def2-TZVPD).

```
108
C50H42ClMoN5O5S4, DFT ωB97M-V/def2-TZVPD
H -1.9895 4.0925 2.2819
O -0.8358 -1.0764 1.1765
C -0.8761 3.0834 -2.7651
C 4.1817 -0.0301 -1.7729
N -0.0749 1.3336 -1.5504
H 0.7814 -3.1649 0.6276
H 4.8489 -0.9232 -5.0984
C 2.0379 -4.8945 0.6685
H -1.5917 -4.0088 6.0253
C 1.5883 -0.9474 1.4702
C -4.0789 5.4180 -0.9980
H -0.0499 -2.5628 4.7256
C -1.2860 -1.9345 -1.4414
H -7.1708 -1.7902 -1.2959
N 0.9019 -1.7056 2.4345
H 4.5585 -3.9161 -2.6535
C -1.2839 -2.5616 2.9884
H 3.1734 -3.0923 2.6328
O -0.0340 -1.6412 -1.4642
C 3.6495 -2.3571 2.0109
H 6.2454 0.1759 -1.1715
H 1.1462 -5.4630 0.9253
H 1.1115 -3.8479 -0.9526
O -1.7804 -2.7947 -0.7403
C -3.6487 0.2415 1.2614
C 1.5644 -3.6063 0.0108
H 4.2771 -3.7741 -0.0917
C 4.2151 4.0841 -0.8002
O 1.9928 0.0751 -0.9378
H -1.3514 4.0133 -3.0080
H 3.1213 -4.7240 -2.0457
C 2.8565 -1.6394 0.9594
C 3.0266 4.3192 -0.1907
H -1.7745 -0.1235 -2.5783
H -6.7929 -0.9471 0.9133
H 5.6330 -2.3140 2.8582
N -0.2259 1.4542 1.3135
H -5.0907 5.3779 -1.3748
H -3.0156 0.7301 1.9881
H -3.7407 3.3178 -1.1831
C -5.2962 -1.0142 -0.6092
H 2.5914 5.2633 0.0725
C -3.3212 4.2696 -0.8904
H 0.7791 0.2855 -3.1612
C -0.9599 2.6035 1.0100
C -3.1703 -0.0387 -0.0100
H 5.3460 2.3451 -1.4725
H 0.3192 0.6002 3.1859
H -5.7346 -2.5807 -1.9799
H -2.6691 -2.7526 1.3723
C -3.5364 6.6448 -0.6121
C -3.0056 -4.1868 4.4217
C -0.7737 2.5203 -1.4736
H 4.8928 4.8531 -1.1226
C 5.9153 -0.4182 -3.2546
C 4.8505 -0.6461 -4.0628
H -4.2225 -4.1950 2.6568
H 4.5326 -2.2507 -0.9479
N -4.9398 8.7776 -0.8048
S 2.7272 0.4293 2.1311
C -4.3092 7.8234 -0.7181
C -1.8333 -3.7324 5.0086
H -1.0391 2.5728 4.2989
C -1.2236 3.0831 -0.2724
C -0.2300 2.2138 -3.6252
C 3.6049 -3.7586 -2.1560
H 2.6485 -5.5044 0.0076
C -2.0227 4.3227 -0.3871
H -3.6785 -4.8179 4.9848
C -3.9539 -0.7297 -0.9252
N 2.5900 -2.5463 -0.2367
C 4.9023 -1.9391 2.1660
H -1.8199 7.6583 0.1819
S 2.2025 2.8636 0.1974
C -0.3720 -1.7316 2.1975
C 3.6339 -0.3351 0.7095
Cl -5.5193 0.1547 3.1952
C -1.4888 5.5496 -0.0006
C -2.2334 6.7055 -0.1145
C -0.9694 -2.9253 4.2943
H -0.4799 5.5856 0.3820
H 2.5862 -4.7199 1.5859
C -6.1607 -1.6314 -1.6613
C 3.8398 -3.0836 -0.8150
C -0.9007 2.4306 3.2457
O -3.5398 -1.1472 -2.1517
S 3.3544 -0.4182 -3.2412
H 2.1464 -1.8906 -0.9196
C -2.1637 -1.1426 -2.4526
H -0.1196 2.3106 -4.6866
H -2.1554 0.2835 -0.2695
C -2.4610 -3.0181 2.3983
C 5.5346 -0.0543 -1.9434
C 3.4673 1.9124 -0.4966
C 4.4617 2.7090 -0.9858
C -0.1988 1.3834 2.6597
C -4.9371 -0.1273 1.5937
C -3.3143 -3.8339 3.1167
H -6.1920 -0.9817 -2.5351
H 6.9424 -0.5011 -3.5607
Mo 0.1771 -0.0406 -0.0057
C -5.7724 -0.7136 0.6512
H -2.0875 -1.6590 -3.4147
C -1.3908 3.2064 2.2141
S 5.3859 -0.6092 1.1414
C 3.3033 0.4052 -0.6170
H 2.9944 -3.1251 -2.7954
C 0.2429 1.1634 -2.8443
```

The multiplicity is 3. For the LUMO energy (spin up / spin down), the calculation gives -0.05363 / -0.05431 Eh. The total energy comes out at -127938.409 eV. The value obtained for the HOMO-LUMO gap (spin up / spin down) is 6.29 / 6.31 eV.

---

Entry 2:
Entry from the Open Molecules 2025 dataset: a structure of composition C50H42I4N8Sm (ωB97M-V/def2-TZVPD).

```
105
C50H42I4N8Sm, DFT ωB97M-V/def2-TZVPD
C 4.1339 -0.0979 -1.4238
H 4.6165 1.9200 -0.8629
H 0.3158 -5.3184 0.2416
H -1.0745 3.6535 4.1062
N 0.6196 1.2456 -1.5261
C -1.7460 -3.8820 -2.6850
C -0.4859 3.2523 3.2767
H -2.0923 -4.7528 -3.2148
C -1.7962 -2.5872 -2.4835
C -2.5993 3.7077 -6.4777
C 1.6518 -3.0329 0.5039
H 1.3834 -1.4873 2.2857
H -3.8211 0.8980 1.9567
C -2.1764 -1.9618 2.6890
H -1.1143 1.0450 -5.0263
H -2.0206 2.6338 2.0939
H 0.6451 3.9588 0.0418
C -1.2784 -6.4623 1.0624
C 1.1342 -0.3456 3.9420
H 3.2564 1.6817 -3.4905
C 2.6923 0.0170 -1.1231
Sm -0.0730 0.7501 0.6983
N 0.7087 -1.1736 -0.3747
C -2.3438 4.0644 -4.1233
H -4.8756 0.0198 -1.1981
H 3.3362 3.0411 3.0580
I -3.2502 4.3827 -8.3573
C 2.2936 1.7041 -3.0047
C -1.7347 2.8214 -3.9905
C 2.0889 -0.9879 -0.3475
N 1.2598 3.2271 0.3831
C -1.5681 2.0245 -5.1217
C 4.9975 0.9821 -1.2506
H 0.2786 0.0506 4.4917
C 0.8097 2.6944 3.8589
H 1.6245 4.4955 2.0258
C -2.5971 -0.8760 1.8857
H 1.0389 2.9312 -4.3303
H -2.4852 4.6914 -3.2510
C 2.6748 -2.1488 0.2541
H 2.6597 1.0579 4.5715
C -1.8984 -1.7168 -0.5078
H 3.7261 -2.3019 0.4450
H 1.4216 3.5258 4.2274
C 2.1555 3.7618 1.4215
C -0.9003 -2.9446 -0.3424
C 6.3433 0.8683 -1.5557
H -4.4823 -5.4105 1.3662
H -1.6130 1.5494 3.2156
C -2.3892 -0.7698 0.4626
H 1.5942 -1.1142 4.5685
H -1.6821 -2.8048 2.2317
C 5.9833 -1.4042 -2.2701
C -3.5995 0.0759 3.9113
H -4.1949 0.8499 4.3796
C -2.4077 -1.9964 4.0538
N 1.5771 1.8569 2.9187
C 1.9354 1.0012 -1.8169
C -2.2578 1.9564 -1.7590
C -2.7719 4.5137 -5.3638
C -3.6280 1.5952 -2.0739
I -3.3463 -0.9692 6.7664
H 2.9361 0.2710 3.0137
H 0.3744 -3.1924 -2.2144
H 1.8203 2.9602 -0.4211
C -2.8547 -4.2270 0.6223
H -0.6641 -7.3394 1.2129
C -2.8582 0.4385 -0.3095
C -0.6451 -3.3174 -1.8584
C -3.9786 0.6167 -1.2020
H -1.8855 1.8265 -7.2301
N -1.9145 1.3356 -0.5622
I 8.8704 -0.4994 -2.5314
C 6.8320 -0.3260 -2.0652
H -3.2399 5.4835 -5.4614
C -1.2948 2.3173 -2.6645
C 0.4429 -2.4047 0.0608
H 1.7632 -4.0170 0.9277
C -0.7249 -5.3071 0.5358
H 3.2420 1.9406 1.6685
H 3.0214 4.2743 0.9947
H -4.1827 1.9477 -2.9286
H 7.0085 1.7076 -1.4054
H 3.9707 -2.1189 -2.1212
H 0.5465 2.0898 4.7264
C -1.4930 -4.1604 0.3365
C -3.0871 -0.9611 4.6774
H -3.4858 -3.3642 0.4432
C 2.6628 2.6265 2.2948
N -1.2183 2.2048 2.5460
C -2.0053 2.4592 -6.3614
I -3.4915 -8.2394 2.1585
H -0.1367 -1.4832 2.8321
C 4.6432 -1.2896 -1.9428
C 1.1521 2.3298 -3.4426
C 2.1692 0.7236 3.6486
H -0.2982 4.0737 2.5868
C -3.3710 0.1068 2.5474
C 0.1187 2.0179 -2.5101
H -2.0679 -2.8479 4.6303
N -2.2933 -1.5426 -1.7550
C -2.6296 -6.4891 1.3707
C -3.4246 -5.3798 1.1431
H 6.3616 -2.3261 -2.6900
N 0.6573 -0.8784 2.6576
```

The value obtained for the energy above the lowest of the compared OMol25 structures with the same formula, charge and spin is 6.58 kcal per mole. The multiplicity is 6. For the LUMO energy (spin up / spin down), the calculation gives -0.14992 / -0.15014 Eh. The total energy comes out at -114752.222 eV. The total charge is +1. The value obtained for the HOMO-LUMO gap (spin up / spin down) is 5.00 / 5.01 eV.

---

Entry 3:
Entry from the Open Molecules 2025 dataset: a structure of composition C50H43NO2P2ReSSeSi (ωB97M-V/def2-TZVPD).

```
102
C50H43NO2P2ReSSeSi, DFT ωB97M-V/def2-TZVPD
C -3.7081 5.0189 1.6734
H 5.1093 1.0430 -1.9584
H 4.6257 -3.5373 -0.2030
C -3.2564 -4.4636 -2.0837
C -2.6662 0.7160 -3.3180
P -0.9491 -1.9809 1.0508
C -3.4949 -3.1026 -1.9290
C -2.3374 -5.0982 -1.2635
Si 1.8738 -2.2503 -0.0950
C 1.6527 1.5206 -3.3381
C 3.7953 -0.3430 -0.9661
H -2.0886 -1.5928 -5.7308
H 0.2295 -5.3998 4.4669
H 3.3488 -4.2849 1.7692
P 2.4365 0.8877 -0.7500
C 2.3207 -4.1783 2.0977
C -1.8668 -0.8225 3.4173
H -3.3653 5.8403 1.0590
C -1.8729 -3.0139 -0.1400
H 3.9681 3.3087 -1.6377
H 2.1664 -3.2432 -2.3776
H -3.2961 1.5508 -3.0464
N -0.8845 -0.7047 -2.7562
C 2.4643 3.3497 -4.6675
H -3.5989 0.3572 -5.1919
C -0.2940 -3.9411 2.9830
H -5.5265 6.0116 2.2285
H 1.9340 -4.4941 -1.1444
H 0.9752 1.9479 -5.3238
C -3.5575 -2.0023 2.1961
H -0.4051 4.2901 -0.5428
Re 0.4379 -0.2883 0.0318
C 4.3959 1.8914 1.0634
C -4.9273 5.1165 2.3305
H -0.9276 -4.8823 0.3363
C -1.2643 4.6713 0.0040
C 3.1690 2.0668 0.4390
C -3.3838 2.8191 2.6033
C -4.4953 -1.6549 3.1606
H 5.8124 2.6826 2.4615
C 2.4036 3.1915 0.7457
C 1.6374 2.2443 -4.5201
H -2.1498 -6.1581 -1.3769
C -4.6065 2.9127 3.2450
C 1.5988 -3.5096 -1.4849
Se 1.3940 -0.0130 2.0960
H -4.8493 -0.6319 5.0128
C -4.1200 -0.8961 4.2574
O -0.8689 2.8101 1.4287
H -1.0303 5.6570 0.4134
C -1.6136 3.7134 1.1210
H 1.4218 3.3022 0.3026
H 2.4514 3.9209 -5.5867
H -6.3307 4.1337 3.6170
H 1.0123 0.6592 -3.2242
H -3.8722 -2.6098 1.3581
H -3.7892 -5.0266 -2.8393
H 0.5481 -3.5811 -1.7585
C 0.1533 -3.1740 1.9143
C -2.8263 0.0499 -4.4999
C 4.0993 3.9567 2.2637
C 6.0667 -0.8359 -1.6221
S -1.4158 1.0679 -0.8887
H -2.7702 1.9313 2.6914
C -2.2331 -1.5864 2.3078
H -5.5197 -1.9876 3.0529
H -1.3151 -3.8425 3.3322
H 6.9978 -0.5234 -2.0771
H 2.5669 -5.6028 3.6828
C 3.3198 2.9949 -2.4460
H 4.9931 1.0118 0.8618
C -1.0254 -1.3881 -3.9163
C -2.7990 -0.4845 4.3845
H 3.9493 4.5852 -3.7348
C 1.4748 -3.2820 1.4497
C 5.9350 -2.1168 -1.1041
C 4.7266 -2.5161 -0.5540
H 2.2568 4.9963 1.8826
H -2.4916 0.1052 5.2387
C -1.6500 -4.3776 -0.2929
C 2.8659 4.1327 1.6475
H -4.9599 2.0839 3.8448
C 4.9970 0.0440 -1.5554
H -4.2164 -2.5997 -2.5614
C -1.6644 0.3346 -2.3952
C -2.8064 -2.3851 -0.9661
C -1.9900 -1.0332 -4.8132
C 0.5729 -4.8165 3.6228
H -0.8419 -0.4897 3.5231
C 3.6353 -1.6490 -0.4712
H -2.1060 4.7917 -0.6787
O 0.0993 -1.1230 -1.9544
H 6.7666 -2.8088 -1.1512
C 1.8836 -4.9296 3.1808
C 3.3045 3.7223 -3.6286
C 4.8583 2.8343 1.9736
C -5.3760 4.0618 3.1118
H -0.3266 -2.2020 -4.0330
C 2.4945 1.8832 -2.2878
C -2.9305 3.8737 1.8141
H -3.0005 -1.3256 -0.8395
H 4.4610 4.6879 2.9750
```

The value obtained for the energy above the lowest of the compared OMol25 structures with the same formula, charge and spin is 9.89 kcal per mole. The multiplicity is 2. For the LUMO energy (spin up / spin down), the calculation gives 0.00476 / 0.00775 Eh. The total energy comes out at -162902.408 eV. The value obtained for the HOMO-LUMO gap (spin up / spin down) is 6.37 / 6.80 eV.

---

Which of these has the highest multiplicity?
C50H42I4N8Sm

---

Which value of multiplicity does entry 1 give?
3

---

Which value of multiplicity does entry 3 give?
2